[1]
{"formula": "C34H43AsN5O4PdSi2", "method": "ωB97M-V with the def2-TZVPD basis set", "charge": -1, "e_lumo_ev": 2.21, "species": ["Pd", "C", "O", "C", "C", "C", "C", "C", "C", "N", "N", "C", "O", "C", "C", "C", "C", "C", "C", "C", "O", "H", "H", "H", "H", "H", "H", "H", "H", "H", "H", "H", "H", "C", "C", "C", "C", "C", "N", "C", "O", "N", "C", "C", "C", "C", "N", "C", "C", "C", "H", "H", "H", "H", "H", "H", "H", "H", "H", "H", "H", "H", "H", "C", "Si", "C", "C", "As", "Si", "C", "C", "C", "H", "H", "H", "H", "H", "H", "H", "H", "H", "H", "H", "H", "H", "H", "H", "H", "H", "H"], "positions_angstrom": [[-1.9002, -1.0317, -0.2474], [-4.7583, -4.4738, -0.1614], [-5.9240, -3.6642, -0.0273], [-5.8499, -2.4168, 0.5336], [-6.9614, -2.0299, 1.2499], [-7.0798, -0.7498, 1.7949], [-6.0646, 0.1503, 1.5909], [-4.9105, -0.2111, 0.8757], [-3.9792, 0.8589, 0.5840], [-2.8458, 0.8177, -0.0217], [-2.2563, 2.0723, -0.1273], [-1.5597, 2.3080, -1.2295], [-1.3465, 1.5914, -2.2243], [-0.9093, 3.6879, -1.1530], [-1.1893, 4.5913, -0.1278], [-0.5774, 5.8341, -0.0911], [0.3267, 6.1978, -1.0813], [0.6042, 5.3091, -2.1092], [-0.0099, 4.0614, -2.1444], [-4.7529, -1.5193, 0.3620], [-3.6872, -1.9299, -0.2694], [-5.1313, -5.4667, -0.4119], [-4.1985, -4.5230, 0.7738], [-4.0912, -4.1099, -0.9351], [-7.7524, -2.7606, 1.3688], [-7.9648, -0.4742, 2.3531], [-6.1450, 1.1644, 1.9654], [-4.3033, 1.8564, 0.8775], [-1.8923, 4.2935, 0.6370], [-0.8081, 6.5249, 0.7113], [0.8068, 7.1685, -1.0548], [1.3040, 5.5997, -2.8835], [0.1703, 3.3500, -2.9423], [5.2004, 3.5703, -4.6216], [4.9632, 3.4218, -3.1428], [5.9609, 2.9703, -2.2882], [5.7158, 2.7984, -0.9355], [4.4687, 3.1035, -0.4008], [4.2889, 2.8800, 0.9854], [3.1507, 2.8017, 1.7621], [3.1809, 3.2145, 2.9095], [1.9874, 2.2329, 1.2855], [1.6910, 1.2405, 0.3356], [2.5484, 0.7185, -0.6220], [2.0412, -0.1941, -1.5322], [0.7452, -0.6395, -1.4155], [-0.0429, -0.2291, -0.4157], [0.3975, 0.7181, 0.4028], [3.4688, 3.5914, -1.2337], [3.7230, 3.7237, -2.5895], [6.2410, 3.3697, -4.8757], [4.9579, 4.5788, -4.9606], [4.5759, 2.8780, -5.1893], [6.9398, 2.7282, -2.6858], [6.4892, 2.4060, -0.2855], [5.0483, 3.2026, 1.5658], [1.2764, 2.3350, 1.9961], [3.5823, 1.0098, -0.6850], [2.6714, -0.5799, -2.3214], [0.3212, -1.3664, -2.0895], [-0.3047, 1.0766, 1.1428], [2.4911, 3.8434, -0.8416], [2.9297, 4.0687, -3.2379], [2.3358, -2.9574, 0.9577], [1.0974, -3.8822, -0.1249], [1.7059, -3.8171, -1.9184], [1.2394, -5.7151, 0.3092], [-1.1839, -3.3559, 0.0039], [-1.2707, -3.1254, 2.3362], [-3.0585, -3.0452, 2.9082], [-0.4838, -4.5772, 3.2561], [-0.4433, -1.5688, 3.0136], [3.3505, -3.3097, 0.7445], [2.1360, -3.1326, 2.0167], [2.3098, -1.8803, 0.7863], [2.5217, -4.5347, -2.0461], [2.0825, -2.8368, -2.2161], [0.9036, -4.0963, -2.6047], [2.2681, -6.0570, 0.1557], [0.5879, -6.2964, -0.3473], [0.9561, -5.9369, 1.3382], [-3.6425, -3.9036, 2.5728], [-3.5562, -2.1458, 2.5433], [-3.0884, -3.0252, 4.0029], [-0.8595, -5.5377, 2.8981], [-0.7253, -4.4922, 4.3204], [0.6044, -4.5804, 3.1624], [-1.0675, -0.6989, 2.7981], [0.5430, -1.3972, 2.5814], [-0.3343, -1.6440, 4.1007]], "forces_ev_per_angstrom": [[-0.1661, -0.0477, -0.1591], [-0.0178, -0.0077, 0.0553], [0.0365, 0.0334, -0.1197], [0.0328, 0.0484, 0.0968], [-0.0341, 0.0085, 0.0237], [-0.0548, -0.0376, 0.0162], [0.0499, -0.0167, -0.0459], [0.0285, -0.1366, -0.0459], [0.1434, 0.1333, -0.1246], [-0.2835, 0.2166, 0.0632], [-0.0062, -0.1016, 0.1911], [0.2388, 0.0064, 0.0185], [-0.0644, 0.0638, 0.0797], [-0.0252, -0.0202, -0.1012], [0.0303, -0.0439, 0.0416], [0.0147, 0.0097, 0.0236], [0.0020, 0.0018, -0.0122], [-0.0369, -0.0174, -0.0349], [-0.0552, 0.0140, -0.0536], [0.0528, -0.0020, -0.0802], [-0.1688, 0.0267, 0.0604], [0.0059, -0.0099, 0.0076], [-0.0251, -0.0104, -0.0832], [0.0018, 0.0016, -0.0381], [0.0036, -0.0047, 0.0000], [-0.0034, -0.0018, 0.0002], [0.0118, 0.0052, -0.0051], [-0.0372, 0.0084, 0.0076], [-0.0161, 0.0089, -0.0012], [0.0078, -0.0061, 0.0044], [0.0002, 0.0014, -0.0008], [-0.0181, -0.0122, -0.0451], [0.0478, 0.0124, 0.0016], [-0.0013, -0.0004, -0.0007], [0.0018, -0.0059, -0.0035], [0.0080, -0.0011, -0.0059], [-0.0067, 0.0133, 0.0117], [-0.0054, 0.0248, 0.0326], [-0.0313, -0.0063, -0.0543], [-0.0116, -0.0455, 0.0688], [0.0061, 0.0299, 0.0018], [0.0469, 0.0363, -0.0314], [0.0409, -0.0368, -0.0114], [-0.0083, 0.0920, 0.0346], [0.0055, -0.0317, -0.0076], [-0.0089, -0.0511, 0.0360], [0.0967, 0.1031, -0.0191], [0.0402, -0.1676, 0.0403], [0.0178, -0.0176, 0.0215], [0.0070, -0.0007, 0.0249], [-0.0019, -0.0008, -0.0001], [0.0016, 0.0014, 0.0015], [0.0013, -0.0020, -0.0009], [-0.0002, 0.0002, 0.0004], [0.0005, -0.0012, -0.0006], [0.0156, -0.0303, -0.0093], [-0.0336, 0.0466, -0.0535], [0.0062, -0.0146, 0.0153], [-0.0032, 0.0019, 0.0075], [-0.0252, 0.0313, -0.0139], [-0.0082, -0.0133, 0.0405], [0.0144, -0.0116, 0.0086], [-0.0769, 0.0332, -0.0097], [0.0287, -0.0241, -0.0276], [-0.0065, -0.0076, -0.0399], [0.0607, 0.0648, 0.0069], [-0.0085, 0.0002, 0.0155], [0.1532, -0.1491, 0.0576], [-0.0142, 0.0267, 0.0114], [0.0191, -0.0033, 0.0800], [0.0133, 0.0052, 0.0123], [-0.0274, -0.0272, 0.0222], [-0.0025, 0.0107, 0.0070], [0.0018, -0.0011, 0.0017], [-0.0152, 0.0327, -0.0114], [0.0028, -0.0028, -0.0050], [-0.0343, -0.0936, 0.0239], [-0.0051, -0.0089, -0.0059], [-0.0036, 0.0077, 0.0068], [0.0034, -0.0079, -0.0022], [-0.0019, 0.0208, -0.0198], [0.0392, 0.0255, 0.0771], [-0.0009, 0.0050, -0.0046], [0.0078, 0.0048, -0.0087], [-0.0058, 0.0006, -0.0031], [0.0047, -0.0054, -0.0061], [-0.0132, -0.0167, 0.0002], [-0.0081, 0.0319, -0.0331], [0.0277, 0.0048, -0.0111], [0.0009, 0.0063, -0.0088]]}

=====

[2]
{"formula": "C5H14", "method": "ωB97M-V with the def2-TZVPD basis set", "charge": 1, "e_lumo_ev": [-3.13, -11.00], "spin_multiplicity": 2, "species": ["C", "C", "C", "H", "H", "H", "H", "H", "H", "H", "H", "C", "C", "H", "H", "H", "H", "H", "H"], "positions_angstrom": [[-1.0513, -1.1230, 0.4353], [-1.7690, -0.4233, 1.4153], [0.2297, -1.7235, 0.8890], [-0.7647, -0.5110, -0.4013], [-1.6221, -2.0206, 0.1369], [-1.5419, -0.8541, 2.3660], [-1.3023, 0.6344, 1.5384], [1.0404, -1.0328, 0.3370], [0.5640, -2.7749, 0.8835], [-2.9031, -0.4332, 1.3573], [0.4034, -1.5192, 1.9580], [1.2588, 1.1523, -2.0588], [1.0277, 1.8004, -0.6067], [1.2776, 0.0799, -2.1546], [0.3502, 1.1351, -2.6550], [2.0278, 1.7313, -2.5189], [1.2510, 1.1017, 0.1139], [1.6444, 2.8592, -0.6494], [-0.1207, 1.9213, -0.3860]], "forces_ev_per_angstrom": [[2.2727, 1.0225, -0.9325], [-1.2507, 2.0195, 2.6609], [2.5453, 0.1382, 1.7025], [-1.1070, -0.0308, -1.5082], [-0.2206, -1.1785, -0.8209], [-0.2438, -0.4860, 0.8782], [-1.3055, -0.8712, -0.5548], [-1.1047, -1.4257, 0.0860], [-0.0367, 0.2260, -1.0717], [1.0655, 0.7364, -0.4250], [-0.5607, -0.0353, -0.0398], [-1.9194, 0.5662, 1.3592], [-1.6179, 2.6538, -3.4822], [1.5761, -0.7663, 0.7634], [-0.3960, 1.4996, -0.2829], [0.5513, -0.4045, -0.7148], [1.6085, -1.2565, 2.1628], [-1.8619, -2.9223, 0.9145], [2.0056, 0.5148, -0.6947]]}

=====

[3]
{"formula": "C3H4OS2", "method": "ωB97M-V with the def2-TZVPD basis set", "e_lumo_ev": [-0.81, -0.81], "species": ["C", "C", "C", "O", "S", "S", "H", "H", "H", "H"], "positions_angstrom": [[-0.3412, -0.3693, 1.1598], [0.8047, 0.2485, 0.2524], [0.0609, 0.7931, -0.9307], [-1.2561, -0.6816, 0.2702], [0.4188, 2.0045, 0.0695], [-0.5701, 0.1485, -2.3792], [0.1000, -1.3034, 1.7249], [-0.7382, 0.4427, 1.8118], [1.8545, -0.1708, 0.0044], [-0.3336, -1.1124, -1.9832]], "forces_ev_per_angstrom": [[1.5633, -1.5048, 0.1295], [0.8227, -0.7899, -0.3565], [-1.1644, -2.5368, -0.1128], [-0.9877, -0.3908, -1.1632], [0.6916, 1.9199, -0.0027], [0.6591, 0.8471, 0.3450], [-0.6929, 1.6270, -0.2693], [0.8492, -0.1497, 0.5186], [-1.5675, 0.9682, 0.8163], [-0.1735, 0.0098, 0.0952]]}